C15H16N4O3SSbSe4Zn | ωB97M-V/def2-TZVPD

Properties
LUMO: 2.2 eV
Multiplicity: 1
HOMO level: -4.532 eV
Energy relative to the best compared isomer or geometry (same formula, charge and spin): 1.3418 eV
Orbital gap: 6.77 eV
Net charge: -1
Energy: -13049.50899 Ha

Element x y z (Å)
Zn  0.879  -2.140  0.682
Se  5.851  -3.452  -2.674
Sb  4.657  -4.797  -1.130
Se  2.526  -2.150  2.804
Se  2.436  -3.707  -0.004
Se  2.224  -5.022  -2.020
C  -1.378  4.987  -2.515
C  -1.287  3.771  -1.631
C  -0.610  2.630  -2.049
C  -0.531  1.504  -1.243
C  -1.121  1.530  0.012
C  -1.820  2.649  0.444
C  -1.902  3.758  -0.382
S  -0.934  0.159  1.120
O  0.382  0.340  1.689
O  -2.061  0.173  2.021
N  -0.861  -1.147  0.172
C  -1.766  -2.209  0.422
C  -3.147  -2.072  0.535
C  -3.888  -3.203  0.812
C  -3.247  -4.430  0.945
C  -1.877  -4.468  0.780
N  -1.147  -3.387  0.512
H  -0.729  4.891  -3.384
H  -1.092  5.890  -1.973
H  -2.399  5.133  -2.874
H  -0.136  2.618  -3.024
H  -0.025  0.610  -1.583
H  -2.295  2.636  1.416
H  -2.458  4.629  -0.052
H  -3.605  -1.099  0.443
H  -4.962  -3.132  0.924
H  -3.795  -5.334  1.169
H  -1.323  -5.397  0.852
C  3.852  2.611  -0.010
C  3.167  1.469  0.741
C  2.674  0.428  -0.161
N  2.298  -0.413  -0.848
H  4.058  3.433  0.675
H  3.213  2.984  -0.810
H  4.792  2.281  -0.450
H  2.303  1.820  1.307
H  3.845  0.993  1.451
O  0.308  -3.190  3.954
N  0.930  -3.177  2.937


C15H16N7SSeTi | ωB97M-V/def2-TZVPD

Properties
LUMO (alpha / beta): -8.8 / -8.7 eV
Multiplicity: 2
HOMO level (alpha / beta): -14.384 / -14.352 eV
Orbital gap (alpha / beta): 5.62 / 5.63 eV
Net charge: +2
Energy: -4612.99061 Ha

Element x y z (Å)
Ti  -0.117  -1.348  -0.368
C  2.357  3.322  -3.257
C  1.285  2.452  -3.862
N  1.477  1.038  -3.574
C  1.181  0.491  -2.389
S  1.368  -1.315  -2.287
N  0.734  1.215  -1.384
N  0.662  0.438  -0.249
C  1.071  0.775  1.021
C  1.084  2.205  1.482
C  1.288  -0.305  1.915
C  1.534  -0.350  3.294
C  1.613  -1.574  3.955
C  1.550  -2.774  3.216
C  1.396  -2.708  1.819
N  1.159  -1.517  1.246
H  2.252  4.278  -3.750
H  3.388  2.976  -3.356
H  2.203  3.497  -2.188
H  1.275  2.586  -4.942
H  0.346  2.782  -3.391
H  1.850  0.388  -4.249
H  0.634  2.767  0.661
H  2.092  2.514  1.724
H  0.454  2.378  2.336
H  1.619  0.583  3.828
H  1.676  -1.582  5.048
H  1.512  -3.752  3.720
H  1.475  -3.607  1.179
Se  -3.040  -0.666  -3.093
N  -4.279  -0.853  -1.880
C  -3.864  -1.129  -0.616
C  -4.617  -1.201  0.574
C  -3.933  -1.514  1.750
C  -2.536  -1.635  1.757
N  -1.807  -1.706  0.626
C  -2.450  -1.390  -0.533
N  -1.757  -1.191  -1.656
H  -5.715  -1.077  0.558
H  -4.508  -1.650  2.653
H  -1.911  -1.841  2.661


C15H17BeN6O2S4SbSe | ωB97M-V/def2-TZVPD

Properties
LUMO (alpha / beta): 2.3 / 2.2 eV
Multiplicity: 2
HOMO level (alpha / beta): -3.353 / -3.779 eV
Energy relative to the best compared isomer or geometry (same formula, charge and spin): 1.7263 eV
Orbital gap (alpha / beta): 5.63 / 6.01 eV
Net charge: -1
Energy: -5310.19843 Ha

Element x y z (Å)
Be  0.626  0.526  -0.262
N  7.072  -4.137  -2.750
C  6.095  -3.159  -2.570
C  6.260  -2.166  -1.603
C  5.315  -1.168  -1.459
C  4.194  -1.156  -2.273
C  4.020  -2.131  -3.242
C  4.967  -3.127  -3.392
S  3.023  0.144  -2.098
O  2.149  0.081  -3.245
O  3.760  1.350  -1.845
N  2.192  -0.157  -0.719
C  1.639  -1.387  -0.438
N  0.518  -1.158  0.290
C  -0.193  -2.181  0.718
C  0.193  -3.475  0.404
C  1.337  -3.610  -0.367
N  2.081  -2.588  -0.788
H  7.651  -4.319  -1.947
H  6.757  -4.981  -3.199
H  7.141  -2.178  -0.971
H  5.444  -0.391  -0.717
H  3.135  -2.104  -3.863
H  4.837  -3.890  -4.151
H  -1.085  -1.949  1.287
H  -0.378  -4.328  0.734
H  1.682  -4.593  -0.671
S  -3.479  3.347  0.805
Sb  -2.239  1.477  1.167
S  -2.636  0.035  -1.016
S  0.051  2.161  0.679
C  -0.330  0.268  -5.535
N  -0.381  1.523  -4.819
C  0.364  2.641  -5.144
C  0.061  3.583  -4.229
N  -0.856  3.022  -3.364
C  -1.475  3.708  -2.238
C  -1.144  1.742  -3.707
Se  -0.780  0.100  -2.131
H  -0.619  0.410  -6.578
H  -1.022  -0.423  -5.061
H  0.676  -0.151  -5.484
H  1.045  2.663  -5.976
H  0.416  4.591  -4.114
H  -1.876  4.667  -2.567
H  -0.758  3.853  -1.434
H  -2.291  3.105  -1.851


C15H17Br3InN5O11 | ωB97M-V/def2-TZVPD

Properties
LUMO: -12.2 eV
Multiplicity: 1
HOMO level: -13.403 eV
Orbital gap: 1.24 eV
Net charge: +2
Energy: -9593.93063 Ha

Element x y z (Å)
In  -7.090  -0.675  4.808
N  -2.892  -4.348  0.245
O  -3.415  -3.376  0.849
O  -1.752  -4.169  -0.156
O  -3.549  -5.413  0.141
C  -3.656  -2.941  -5.557
N  -3.347  -4.421  -5.687
O  -4.090  -5.275  -5.149
O  -2.292  -4.765  -6.175
H  -3.819  -2.425  -6.504
H  -2.836  -2.632  -4.909
H  -4.603  -2.873  -5.022
C  0.405  -9.828  -1.442
N  -0.439  -10.922  -1.960
O  -1.650  -10.816  -1.825
O  0.095  -11.844  -2.550
H  1.429  -10.201  -1.457
H  0.069  -9.638  -0.422
H  0.438  -8.929  -2.057
C  -1.646  9.010  2.244
C  -2.639  8.261  2.891
C  -3.032  7.014  2.328
C  -2.382  6.565  1.149
C  -1.404  7.262  0.516
C  -1.075  8.478  1.150
N  -2.843  5.236  0.592
O  -2.536  4.943  -0.564
O  -3.533  4.461  1.331
H  -1.303  9.860  2.817
H  -3.042  8.554  3.849
H  -3.674  6.336  2.870
H  -0.851  6.920  -0.346
H  -0.199  8.981  0.769
C  3.126  2.984  2.407
C  2.229  2.206  1.634
C  2.574  1.846  0.289
C  3.894  2.140  -0.122
C  4.780  2.775  0.704
C  4.381  3.242  1.944
N  4.398  1.542  -1.346
O  5.488  1.897  -1.833
O  3.831  0.499  -1.736
H  2.831  3.301  3.396
H  1.262  1.989  2.065
H  1.881  1.294  -0.329
H  5.846  2.774  0.526
H  5.079  3.742  2.599
C  4.230  -3.728  2.519
Br  5.987  -2.620  2.289
Br  3.252  -3.133  4.146
Br  4.541  -5.685  2.367
H  3.545  -3.457  1.715


C15H17BrNO4PdS | ωB97M-V/def2-TZVPD

Properties
LUMO: -12.1 eV
Multiplicity: 1
HOMO level: -18.516 eV
Energy relative to the best compared isomer or geometry (same formula, charge and spin): 0.0000 eV
Orbital gap: 6.42 eV
Net charge: +3
Energy: -4036.46242 Ha

Element x y z (Å)
Pd  -0.602  -0.150  0.081
O  -1.212  -0.673  1.924
C  -2.371  -1.546  1.994
C  -2.980  -1.618  0.627
C  -4.172  -2.288  0.418
C  -4.667  -2.404  -0.868
C  -3.953  -1.848  -1.923
C  -2.782  -1.181  -1.652
N  -2.309  -1.059  -0.399
H  -0.587  -0.815  2.648
H  -3.068  -1.128  2.720
H  -2.058  -2.540  2.318
H  -4.697  -2.723  1.258
H  -5.594  -2.932  -1.049
H  -4.295  -1.938  -2.944
H  -2.182  -0.748  -2.438
Br  -1.701  7.149  -4.079
C  -1.264  5.466  -3.632
C  -1.739  4.374  -4.432
C  -1.375  3.123  -4.114
C  -0.485  2.863  -2.955
C  -0.006  4.020  -2.167
C  -0.414  5.256  -2.481
C  -0.070  1.492  -2.559
O  0.681  1.975  -3.466
O  -0.053  0.546  -1.817
H  -2.364  4.577  -5.291
H  -1.691  2.270  -4.703
H  0.645  3.840  -1.321
H  -0.112  6.120  -1.904
C  3.495  1.128  1.638
S  2.430  -0.081  0.890
C  3.103  -0.132  -0.758
O  1.079  0.707  0.797
H  3.556  2.013  1.008
H  4.474  0.662  1.761
H  3.078  1.366  2.614
H  4.049  -0.673  -0.687
H  3.266  0.871  -1.147
H  2.420  -0.701  -1.385


C15H17ClEuN3O7S | ωB97M-V/def2-TZVPD

Properties
LUMO (alpha / beta): 2.7 / 2.7 eV
Multiplicity: 8
HOMO level (alpha / beta): -2.824 / -5.725 eV
Energy relative to the best compared isomer or geometry (same formula, charge and spin): 0.0000 eV
Orbital gap (alpha / beta): 5.56 / 8.46 eV
Net charge: -1
Energy: -2841.69581 Ha

Element x y z (Å)
Eu  0.218  0.225  -0.048
O  -3.338  0.387  -1.948
S  -1.987  0.336  -1.391
O  -0.939  0.612  -2.411
O  -1.684  -1.006  -0.784
O  -1.805  1.344  -0.295
O  3.316  -0.689  2.653
C  2.706  -0.388  1.618
O  1.982  0.619  1.400
C  2.871  -1.338  0.428
C  4.141  -1.773  0.073
C  4.288  -2.569  -1.045
C  3.165  -2.947  -1.766
C  1.928  -2.510  -1.327
N  1.786  -1.733  -0.256
H  4.980  -1.467  0.685
H  5.272  -2.901  -1.355
H  3.243  -3.568  -2.649
H  1.012  -2.794  -1.832
C  0.466  3.523  -3.655
N  1.168  2.924  -2.529
C  0.865  3.465  -1.207
C  1.647  1.650  -2.620
C  1.775  1.047  -3.994
O  1.975  1.028  -1.619
H  0.238  4.555  -3.392
H  -0.479  3.006  -3.851
H  1.073  3.527  -4.557
H  0.894  4.552  -1.269
H  1.620  3.132  -0.501
H  -0.126  3.146  -0.870
H  2.206  1.730  -4.727
H  0.782  0.750  -4.338
H  2.405  0.166  -3.906
Cl  -0.192  0.848  6.172
C  -0.995  0.328  4.679
C  -2.368  0.241  4.636
C  -2.949  -0.167  3.449
C  -2.126  -0.462  2.373
N  -0.799  -0.368  2.435
C  -0.226  0.027  3.573
H  -2.960  0.492  5.506
H  -4.022  -0.251  3.345
H  -2.527  -0.776  1.417
H  0.856  0.102  3.578


C15H17N2NaO5S7 | ωB97M-V/def2-TZVPD

Properties
LUMO: 3.7 eV
Multiplicity: 1
HOMO level: -0.552 eV
Energy relative to the best compared isomer or geometry (same formula, charge and spin): 0.0000 eV
Orbital gap: 4.30 eV
Net charge: -2
Energy: -4017.38105 Ha

Element x y z (Å)
Na  0.916  0.665  -0.055
C  0.462  -2.374  3.800
C  -0.138  -1.058  4.290
S  -0.283  0.209  3.006
C  -2.062  0.422  2.825
C  -2.787  -0.710  2.110
S  -2.167  -0.935  0.416
C  -1.634  -2.662  0.376
C  -0.359  -3.024  1.137
S  -0.643  -3.473  2.885
H  0.809  -2.956  4.658
H  1.335  -2.183  3.174
H  0.514  -0.662  5.072
H  -1.120  -1.222  4.740
H  -2.136  1.344  2.241
H  -2.507  0.608  3.806
H  -3.853  -0.471  2.060
H  -2.677  -1.647  2.648
H  -1.447  -2.831  -0.688
H  -2.457  -3.326  0.658
H  0.362  -2.206  1.085
H  0.104  -3.889  0.658
C  -0.568  2.066  -3.581
C  0.203  0.804  -3.423
N  0.441  0.209  -2.276
C  1.221  -0.881  -2.557
C  1.442  -0.963  -3.904
N  0.781  0.116  -4.440
C  2.161  -1.906  -4.781
O  2.753  -2.900  -4.175
O  2.177  -1.730  -5.989
C  1.764  -1.757  -1.460
O  2.378  -2.804  -1.838
O  1.573  -1.381  -0.291
H  -0.847  2.421  -2.586
H  -1.470  1.911  -4.180
H  0.042  2.833  -4.064
H  0.788  0.332  -5.422
H  2.621  -2.813  -3.121
O  0.380  7.629  1.886
C  0.448  6.464  1.524
S  -0.940  5.438  1.203
C  -0.090  3.999  0.628
C  1.258  4.086  0.581
S  2.455  2.911  0.072
S  1.937  5.634  1.106
S  -1.139  2.661  0.185


C15H17N3O4S | ωB97M-V/def2-TZVPD

Properties
LUMO: 0.1 eV
SMILES: CCCS(=O)(=O)c1cnc([C@@H]2COc3ccccc3O2)nc1N
Multiplicity: 1
HOMO level: -8.223 eV
Energy relative to the best compared isomer or geometry (same formula, charge and spin): 4.3619 eV
Orbital gap: 8.31 eV
Net charge: 0
Energy: -1445.10995 Ha

Element x y z (Å)
O  -0.764  -4.292  -1.594
O  -2.756  -3.966  -0.026
N  -0.051  -0.139  -1.506
N  -1.419  0.119  0.424
O  0.347  4.073  -2.055
O  0.616  2.577  0.424
C  -0.580  0.583  -0.502
C  -0.227  -1.482  -1.314
C  -1.705  -1.207  0.431
C  1.341  6.677  0.134
C  1.305  6.080  1.434
C  0.958  5.994  -1.000
C  1.212  4.664  1.554
C  0.710  4.655  -0.879
C  0.838  3.964  0.358
C  -1.126  -1.968  -0.467
N  -2.639  -1.640  1.369
C  0.746  -6.421  0.419
C  0.130  2.651  -1.967
C  -0.337  2.090  -0.586
C  1.085  -4.832  0.594
C  -0.112  -4.064  1.016
S  -1.343  -3.737  -0.345
H  0.322  -2.139  -1.952
H  1.446  7.795  0.192
H  1.526  6.681  2.431
H  1.057  6.534  -1.931
H  1.555  3.999  2.424
H  -3.352  -2.266  0.885
H  -3.015  -0.777  1.806
H  -0.023  -6.661  1.141
H  1.704  -7.031  0.610
H  0.262  -6.626  -0.581
H  -0.558  2.376  -2.732
H  1.091  2.186  -2.078
H  -1.341  2.476  -0.425
H  1.692  -4.352  -0.221
H  1.791  -4.861  1.404
H  0.229  -3.068  1.300
H  -0.611  -4.646  1.812